Formula: C66H148F3N8O5S
Source: OMol25
Level of theory: ωB97M-V/def2-TZVPD

Calculated values
Energy above the lowest of the compared OMol25 structures with the same formula, charge and spin   136.0 kcal/mol
Net charge   +7
Strongest force on any atom   3.93 eV/A

XYZ file:
```
231
Properties=species:S:1:pos:R:3:lowdin_charge:R:1
C -15.37 10.62 -2.16 -0.03
O -15.98 11.92 -2.16 -0.22
C -16.21 12.35 -3.47 -0.23
C -16.65 13.84 -3.60 -0.07
N -15.63 14.74 -2.89 0.10
H -15.24 14.36 -2.04 0.16
H -14.76 14.70 -3.41 0.18
C -16.02 16.24 -2.86 -0.07
C -14.85 17.20 -2.53 -0.18
O -14.33 16.90 -1.22 -0.21
C -13.30 17.82 -0.81 -0.06
H -15.35 10.39 -1.09 0.11
H -14.37 10.75 -2.55 0.11
H -15.99 10.00 -2.81 0.09
H -16.93 11.73 -4.01 0.12
H -15.28 12.32 -4.03 0.13
H -17.62 13.98 -3.13 0.10
H -16.70 14.17 -4.64 0.13
H -16.94 16.36 -2.30 0.10
H -16.26 16.43 -3.91 0.11
H -15.26 18.21 -2.55 0.11
H -14.02 17.23 -3.25 0.14
H -13.43 18.87 -1.05 0.10
H -12.31 17.50 -1.16 0.10
H -13.07 17.64 0.24 0.10
C -19.24 23.70 -3.03 -0.07
C -19.08 22.89 -4.33 -0.20
C -18.45 21.44 -4.07 -0.10
N -18.00 20.65 -5.34 -0.18
C -19.32 20.41 -6.20 0.05
C -16.88 21.29 -6.19 -0.08
C -16.20 20.15 -6.87 -0.16
C -16.20 18.99 -5.91 -0.14
C -17.36 19.27 -4.88 -0.05
H -19.96 23.25 -2.35 0.05
H -19.67 24.66 -3.34 0.09
H -18.31 23.80 -2.48 0.09
H -18.43 23.47 -4.99 0.12
H -20.02 22.70 -4.85 0.09
H -19.08 20.84 -3.41 0.11
H -17.49 21.61 -3.58 0.12
H -20.09 20.17 -5.46 0.08
H -19.17 19.62 -6.93 0.10
H -19.60 21.33 -6.72 0.10
H -17.34 22.01 -6.87 0.14
H -16.14 21.75 -5.54 0.15
H -16.76 19.89 -7.77 0.12
H -15.27 20.39 -7.39 0.15
H -16.43 18.06 -6.42 0.09
H -15.25 18.61 -5.52 0.11
H -18.12 18.50 -4.96 0.08
H -16.96 19.35 -3.87 0.11
C -20.55 13.08 0.68 -0.08
C -19.91 12.27 -0.42 -0.22
C -20.85 11.08 -0.76 -0.08
N -20.38 10.25 -2.06 -0.23
C -18.92 9.84 -1.77 0.04
C -20.51 11.15 -3.35 -0.07
C -20.85 10.15 -4.47 -0.13
C -21.16 8.81 -3.80 -0.13
C -21.28 9.00 -2.27 -0.05
H -20.46 12.67 1.68 0.10
H -21.61 13.20 0.49 0.05
H -20.10 14.07 0.74 0.05
H -18.97 11.79 -0.12 0.11
H -19.81 12.85 -1.33 0.10
H -21.86 11.38 -1.02 0.10
H -20.88 10.28 -0.03 0.14
H -18.64 9.08 -2.50 0.12
H -18.90 9.42 -0.76 0.12
H -18.32 10.74 -1.79 0.07
H -19.58 11.70 -3.52 0.11
H -21.39 11.72 -3.07 0.11
H -20.04 9.89 -5.16 0.12
H -21.75 10.60 -4.89 0.11
H -20.26 8.21 -3.92 0.12
H -22.05 8.27 -4.14 0.14
H -20.98 8.22 -1.57 0.15
H -22.29 9.34 -2.06 0.13
C -29.35 13.23 0.16 -0.06
C -27.84 13.13 0.04 -0.26
C -26.98 13.50 1.22 -0.09
N -25.42 13.59 0.97 -0.20
C -24.76 13.51 2.38 0.03
C -24.83 12.39 0.21 -0.09
C -24.74 12.91 -1.21 -0.15
C -24.31 14.37 -1.12 -0.15
C -25.04 14.88 0.15 -0.05
H -29.81 13.02 -0.81 0.09
H -29.70 14.24 0.35 0.09
H -29.66 12.44 0.85 0.10
H -27.47 13.70 -0.81 0.09
H -27.62 12.10 -0.23 0.12
H -27.13 12.69 1.94 0.15
H -27.21 14.47 1.66 0.14
H -23.69 13.70 2.33 0.09
H -24.97 12.57 2.89 0.12
H -25.16 14.31 2.99 0.11
H -23.85 12.13 0.59 0.11
H -25.45 11.50 0.26 0.15
H -23.99 12.37 -1.79 0.10
H -25.69 12.86 -1.74 0.12
H -23.25 14.61 -0.98 0.08
H -24.69 14.97 -1.94 0.11
H -24.45 15.44 0.88 0.12
H -25.98 15.35 -0.16 0.11
C -16.96 14.50 0.43 -0.06
C -17.07 16.07 0.70 -0.16
C -18.58 16.63 0.65 -0.08
N -18.71 18.09 1.18 -0.21
C -17.70 19.06 0.50 0.06
C -18.57 18.19 2.74 -0.04
C -19.31 19.56 3.05 -0.13
C -20.48 19.55 2.12 -0.16
C -20.14 18.59 0.92 -0.10
H -17.39 14.28 -0.54 0.04
H -17.44 13.92 1.22 0.08
H -15.93 14.14 0.34 0.08
H -16.47 16.61 -0.03 0.06
H -16.70 16.25 1.71 0.11
H -19.15 16.02 1.36 0.11
H -18.92 16.61 -0.38 0.10
H -16.67 18.76 0.70 0.11
H -17.92 20.04 0.92 0.11
H -17.88 19.09 -0.57 0.09
H -17.53 18.18 3.08 0.14
H -19.00 17.38 3.33 0.14
H -18.54 20.31 2.85 0.12
H -19.71 19.66 4.06 0.14
H -20.85 20.55 1.86 0.12
H -21.37 19.19 2.64 0.11
H -20.19 18.94 -0.12 0.10
H -20.83 17.75 1.04 0.11
C -24.65 24.01 -5.66 -0.09
C -25.47 22.82 -5.96 -0.22
C -24.58 21.75 -6.76 -0.05
N -25.38 20.52 -7.41 -0.19
C -24.58 19.87 -8.58 -0.08
C -23.24 19.30 -8.06 -0.17
C -23.33 18.37 -6.86 -0.19
C -24.33 18.77 -5.75 -0.14
C -25.66 19.51 -6.21 -0.06
C -26.75 20.86 -8.03 0.04
H -25.20 24.87 -5.26 0.11
H -23.99 24.38 -6.45 0.10
H -23.99 23.76 -4.82 0.06
H -26.41 23.05 -6.46 0.11
H -25.81 22.33 -5.05 0.09
H -23.79 21.48 -6.06 0.10
H -24.05 22.18 -7.61 0.13
H -24.42 20.57 -9.40 0.15
H -25.10 19.00 -8.99 0.14
H -22.70 20.21 -7.80 0.10
H -22.68 18.88 -8.89 0.13
H -22.35 18.24 -6.40 0.08
H -23.63 17.38 -7.21 0.11
H -23.79 19.49 -5.13 0.08
H -24.41 17.94 -5.04 0.09
H -25.99 20.10 -5.35 0.10
H -26.44 18.80 -6.46 0.13
H -27.36 21.20 -7.18 0.10
H -27.32 20.04 -8.46 0.12
H -26.51 21.75 -8.61 0.12
C -23.33 13.98 -5.18 -0.07
C -22.22 13.75 -6.28 -0.18
C -21.15 14.83 -6.35 -0.14
N -20.06 14.75 -7.44 -0.20
C -20.84 14.59 -8.82 -0.07
C -19.81 14.69 -9.93 -0.15
C -18.94 15.97 -9.83 -0.15
C -18.17 16.21 -8.50 -0.13
C -19.19 16.06 -7.27 -0.06
C -19.20 13.48 -7.24 0.04
H -24.14 13.24 -5.22 0.08
H -23.92 14.88 -5.31 0.06
H -23.03 14.03 -4.14 0.03
H -22.68 13.72 -7.27 0.11
H -22.00 12.69 -6.16 0.09
H -20.58 14.89 -5.43 0.10
H -21.55 15.83 -6.50 0.11
H -21.55 15.41 -8.80 0.14
H -21.30 13.60 -8.81 0.13
H -20.22 14.71 -10.94 0.14
H -19.26 13.76 -10.02 0.12
H -19.59 16.83 -9.96 0.12
H -18.23 16.02 -10.65 0.13
H -17.72 17.19 -8.36 0.10
H -17.37 15.49 -8.37 0.11
H -19.95 16.84 -7.26 0.11
H -18.59 16.04 -6.36 0.10
H -18.79 13.64 -6.24 0.08
H -18.41 13.31 -7.96 0.11
H -19.79 12.58 -7.06 0.10
C -27.01 17.99 -3.03 -0.08
C -25.90 18.10 -2.03 -0.22
C -25.77 19.58 -1.40 -0.02
N -24.34 19.87 -0.82 -0.19
C -24.31 21.12 0.14 -0.05
C -24.13 22.52 -0.51 -0.14
C -23.14 22.53 -1.64 -0.20
C -23.28 21.36 -2.60 -0.16
C -23.19 19.99 -1.85 -0.07
C -23.91 18.67 0.10 0.01
H -27.18 16.95 -3.29 0.09
H -26.75 18.46 -3.98 0.05
H -28.00 18.27 -2.65 0.10
H -25.01 17.68 -2.50 0.08
H -26.07 17.44 -1.18 0.09
H -26.48 19.72 -0.58 0.14
H -25.83 20.43 -2.08 0.12
H -25.19 21.11 0.79 0.14
H -23.45 20.97 0.79 0.11
H -25.11 22.89 -0.80 0.13
H -23.83 23.29 0.19 0.14
H -23.17 23.49 -2.16 0.13
H -22.15 22.50 -1.20 0.11
H -24.20 21.50 -3.15 0.10
H -22.51 21.38 -3.37 0.11
H -23.41 19.21 -2.58 0.10
H -22.21 19.97 -1.38 0.13
H -23.62 17.78 -0.45 0.07
H -24.61 18.48 0.91 0.12
H -22.99 18.90 0.65 0.07
C -21.51 16.29 -2.64 -0.61
F -22.57 16.48 -3.45 0.10
F -21.74 16.85 -1.42 0.08
F -21.26 15.01 -2.46 0.13
S -19.96 17.14 -3.41 0.55
O -20.56 17.75 -4.64 -0.37
O -19.43 18.15 -2.44 -0.36
O -18.98 16.12 -3.83 -0.36
```

Formula: C66H151N5O12
Source: OMol25
Level of theory: ωB97M-V/def2-TZVPD

Calculated values
Energy above the lowest of the compared OMol25 structures with the same formula, charge and spin   0.0 kcal/mol
Strongest force on any atom   2.98 eV/A
Structure (SMILES)   CC1(C)CCCC(C)(C)N1O.CC1(C)CCCC(C)(C)N1O.CC1(C)CCCC(C)(C)N1O.CC1(C)CCCC(C)(C)N1O.CC1(C)CCCC(C)(C)N1O.CC(C)O.CC(C)O.CC(C)O.CC(C)O.CC(C)O.CC(C)O.CC(C)O

XYZ file:
```
234
Properties=species:S:1:pos:R:3:lowdin_charge:R:1
C -6.95 0.39 -0.78 0.00
C -7.59 -0.94 -0.29 -0.51
C -6.50 -1.68 0.44 -0.05
C -8.83 -0.84 0.63 -0.13
C -10.07 -0.30 -0.07 -0.19
C -10.43 -1.24 -1.18 -0.15
C -9.28 -1.49 -2.17 -0.50
C -9.64 -2.81 -2.91 -0.04
C -9.09 -0.38 -3.24 -0.02
N -8.06 -1.77 -1.38 -0.06
O -6.94 -2.17 -2.30 -0.04
H -7.54 1.29 -0.59 0.08
H -5.97 0.49 -0.33 0.05
H -6.81 0.37 -1.87 0.07
H -5.71 -2.05 -0.23 0.07
H -5.99 -1.06 1.18 0.08
H -6.88 -2.54 1.02 0.09
H -9.07 -1.84 0.99 0.12
H -8.59 -0.16 1.44 0.13
H -10.85 -0.18 0.67 0.12
H -9.85 0.69 -0.45 0.10
H -11.33 -1.02 -1.76 0.13
H -10.62 -2.19 -0.67 0.12
H -8.94 -3.19 -3.63 0.06
H -10.54 -2.52 -3.46 0.08
H -9.91 -3.64 -2.21 0.10
H -8.25 -0.60 -3.90 0.08
H -8.87 0.54 -2.69 0.06
H -10.05 -0.24 -3.76 0.09
H -6.72 -3.07 -2.07 0.08
C 3.56 -0.18 3.91 -0.01
C 4.75 -1.07 4.44 -0.47
C 5.41 -0.41 5.68 -0.03
C 4.36 -2.49 4.86 -0.14
C 3.98 -3.43 3.74 -0.20
C 5.13 -3.55 2.78 -0.15
C 5.52 -2.18 2.27 -0.51
C 6.91 -2.29 1.54 -0.03
C 4.43 -1.64 1.20 0.00
N 5.76 -1.34 3.39 -0.08
O 6.38 -0.07 2.95 -0.04
H 4.00 0.56 3.25 0.07
H 2.79 -0.72 3.38 0.05
H 3.12 0.40 4.75 0.09
H 6.14 -1.05 6.20 0.08
H 5.86 0.59 5.53 0.08
H 4.58 -0.35 6.36 0.07
H 5.22 -2.97 5.34 0.12
H 3.52 -2.47 5.55 0.13
H 3.82 -4.41 4.18 0.11
H 3.08 -3.21 3.19 0.09
H 4.87 -4.16 1.90 0.12
H 5.98 -3.97 3.33 0.13
H 6.72 -3.16 0.89 0.07
H 7.67 -2.59 2.29 0.09
H 7.22 -1.39 0.97 0.09
H 3.42 -1.70 1.57 0.04
H 4.50 -2.19 0.26 0.05
H 4.65 -0.59 1.00 0.08
H 7.31 -0.13 3.19 0.09
C -2.17 6.42 2.42 -0.03
C -0.70 6.09 2.73 -0.50
C -0.54 5.59 4.17 -0.02
C -0.21 5.06 1.72 -0.15
C 1.29 4.79 1.74 -0.16
C 1.94 6.13 1.43 -0.17
C 1.63 7.25 2.39 -0.53
C 2.39 7.05 3.72 -0.02
C 1.98 8.55 1.71 -0.05
N 0.14 7.32 2.51 -0.07
O -0.26 8.39 3.43 -0.04
H -2.68 5.45 2.49 0.08
H -2.72 7.16 3.03 0.09
H -2.26 6.78 1.40 0.08
H -0.76 6.38 4.89 0.09
H -1.09 4.66 4.48 0.08
H 0.53 5.34 4.28 0.06
H -0.80 4.16 1.84 0.09
H -0.36 5.41 0.70 0.13
H 1.66 4.43 2.72 0.11
H 1.54 4.02 1.02 0.09
H 1.68 6.48 0.43 0.12
H 3.02 6.03 1.41 0.12
H 3.38 7.53 3.75 0.09
H 2.51 5.99 3.93 0.06
H 1.80 7.48 4.55 0.09
H 1.38 8.66 0.82 0.08
H 3.03 8.46 1.40 0.09
H 1.93 9.46 2.30 0.08
H -0.58 9.04 2.80 0.09
C 0.89 1.58 -1.09 0.01
C 0.56 0.23 -0.34 -0.44
C 1.15 -0.94 -1.07 -0.03
C 0.99 0.16 1.12 -0.13
C 0.18 1.08 2.05 -0.14
C -1.30 0.81 1.87 -0.14
C -1.83 0.88 0.46 -0.48
C -3.22 0.26 0.45 -0.04
C -1.96 2.29 -0.20 0.01
N -0.94 -0.01 -0.28 -0.09
O -1.50 -0.35 -1.52 -0.05
H 0.76 2.47 -0.49 0.05
H 1.96 1.54 -1.38 0.08
H 0.35 1.70 -2.02 0.05
H 2.23 -0.93 -0.92 0.08
H 0.80 -1.88 -0.64 0.08
H 1.09 -0.96 -2.15 0.07
H 0.82 -0.88 1.43 0.11
H 2.04 0.39 1.17 0.11
H 0.44 0.86 3.10 0.10
H 0.36 2.12 1.83 0.08
H -1.84 1.47 2.56 0.12
H -1.47 -0.20 2.24 0.11
H -3.23 -0.81 0.76 0.09
H -3.82 0.32 -0.44 0.06
H -3.82 0.77 1.21 0.09
H -1.92 2.21 -1.27 0.05
H -1.15 2.93 0.14 0.05
H -2.94 2.76 0.00 0.09
H -1.37 0.46 -2.04 0.07
C 7.26 -3.63 -3.69 -0.03
C 6.06 -2.74 -3.29 -0.50
C 5.24 -3.58 -2.26 -0.03
C 6.53 -1.38 -2.78 -0.13
C 5.36 -0.47 -2.57 -0.21
C 4.70 -0.23 -3.88 -0.15
C 4.18 -1.52 -4.52 -0.48
C 2.91 -2.16 -3.94 -0.02
C 3.94 -1.15 -6.00 -0.04
N 5.30 -2.48 -4.49 -0.11
O 4.96 -3.65 -5.23 -0.02
H 6.94 -4.65 -3.84 0.07
H 7.77 -3.30 -4.60 0.09
H 8.00 -3.73 -2.87 0.09
H 4.79 -4.46 -2.76 0.09
H 5.91 -4.00 -1.50 0.08
H 4.46 -3.06 -1.75 0.03
H 7.11 -1.56 -1.86 0.12
H 7.18 -0.85 -3.50 0.13
H 4.64 -0.96 -1.88 0.10
H 5.68 0.46 -2.08 0.10
H 5.50 0.09 -4.56 0.12
H 3.96 0.60 -3.91 0.13
H 2.85 -2.34 -2.86 0.05
H 2.64 -3.12 -4.37 0.08
H 2.02 -1.53 -4.18 0.09
H 3.08 -0.45 -6.05 0.09
H 3.66 -1.99 -6.60 0.06
H 4.74 -0.62 -6.52 0.09
H 4.30 -4.12 -4.70 0.08
C -2.16 -2.10 -4.91 -0.03
C -3.21 -1.06 -5.30 -0.43
C -4.14 -0.74 -4.15 -0.05
O -2.62 0.22 -5.73 -0.08
H -1.77 -1.79 -3.92 0.08
H -1.36 -2.08 -5.65 0.08
H -2.64 -3.07 -4.87 0.07
H -3.82 -1.46 -6.14 0.14
H -3.53 -0.37 -3.32 0.07
H -4.75 -1.58 -3.77 0.08
H -4.83 0.08 -4.39 0.08
H -2.13 0.12 -6.55 0.10
C -0.80 -2.93 3.47 -0.07
C -0.86 -4.44 3.73 -0.44
C 0.61 -5.09 3.74 -0.03
O -1.55 -4.56 4.98 -0.06
H -0.52 -2.72 2.42 0.07
H -0.14 -2.44 4.20 0.08
H -1.78 -2.50 3.65 0.07
H -1.48 -4.90 2.94 0.12
H 0.56 -6.10 4.14 0.07
H 1.24 -4.50 4.42 0.06
H 1.05 -5.15 2.74 0.04
H -1.54 -5.45 5.36 0.09
C 0.27 -6.16 0.09 -0.04
C 1.30 -5.07 -0.22 -0.47
C 2.74 -5.60 -0.18 -0.05
O 1.15 -4.54 -1.57 -0.07
H -0.74 -5.78 -0.04 0.04
H 0.39 -6.44 1.16 0.07
H 0.35 -7.04 -0.56 0.09
H 1.20 -4.25 0.55 0.13
H 3.12 -6.06 0.76 0.09
H 3.43 -4.74 -0.28 0.05
H 2.80 -6.24 -1.04 0.07
H 0.26 -4.16 -1.62 0.04
C -2.51 0.39 5.70 -0.04
C -1.95 1.78 6.16 -0.45
C -0.50 1.93 5.82 -0.06
O -2.72 2.85 5.54 -0.07
H -1.96 -0.43 6.19 0.09
H -2.53 0.27 4.62 0.06
H -3.53 0.26 6.03 0.06
H -2.04 1.86 7.26 0.13
H -0.31 1.87 4.76 0.05
H 0.13 1.22 6.35 0.09
H -0.25 2.93 6.13 0.08
H -3.66 2.71 5.51 0.08
C -2.50 3.98 -4.25 -0.05
C -1.23 3.13 -4.43 -0.46
C -0.02 3.81 -3.74 -0.06
O -1.33 1.82 -3.85 -0.10
H -2.72 4.04 -3.19 0.07
H -3.34 3.51 -4.78 0.08
H -2.43 5.00 -4.63 0.08
H -1.00 2.90 -5.47 0.13
H -0.16 3.85 -2.65 0.07
H 0.28 4.81 -4.09 0.09
H 0.84 3.17 -3.87 0.06
H -1.80 1.25 -4.50 0.06
C -3.18 -4.61 -1.94 -0.03
C -2.80 -3.48 -1.02 -0.52
C -3.02 -3.81 0.40 -0.06
O -1.45 -3.10 -1.25 -0.06
H -4.22 -4.95 -1.73 0.09
H -2.48 -5.45 -1.84 0.08
H -3.17 -4.30 -2.97 0.05
H -3.42 -2.60 -1.25 0.13
H -2.39 -4.67 0.61 0.06
H -4.05 -4.03 0.67 0.09
H -2.66 -2.99 1.03 0.07
H -1.36 -2.13 -1.26 0.04
C 4.76 3.05 -2.24 -0.07
C 4.34 4.44 -2.62 -0.48
C 3.34 5.02 -1.64 -0.07
O 5.44 5.41 -2.57 -0.06
H 3.94 2.30 -2.25 0.06
H 5.18 2.99 -1.22 0.10
H 5.48 2.66 -2.97 0.08
H 3.83 4.44 -3.59 0.14
H 2.46 4.39 -1.60 0.06
H 3.06 6.03 -2.00 0.09
H 3.76 5.16 -0.64 0.08
H 6.23 4.98 -2.92 0.08
```

Per-record frontier orbital gap, eV: 10.04 8.66